Entry 1:
Density functional theory data (ωB97M-V/def2-TZVPD) for C19H16BF2I2N4O5Tc as an isolated structure.

Relative energy (zero: lowest compared OMol25 entry of this formula, charge and spin) (eV): 0.672
E (Ha): -2229.632207
E_LUMO (alpha / beta) (eV): -5.04 / -4.63

```
! wB97M-V def2-TZVPD RIJCOSX def2/J DEFGRID3
* xyz 1 2
Tc 0.098 -0.149 -0.432
I 4.009 1.301 5.927
C 3.239 0.916 4.041
C 4.053 0.381 3.050
C 3.537 0.124 1.788
I 4.754 -0.710 0.338
C 2.201 0.410 1.523
O 1.749 0.141 0.259
C 1.368 0.939 2.509
C -0.063 1.323 2.246
N -0.804 0.277 1.489
C -2.237 0.626 1.330
C -2.845 -0.037 0.123
C -4.205 -0.264 0.006
C -4.700 -0.779 -1.183
C -3.829 -1.061 -2.224
C -2.480 -0.831 -2.038
N -2.008 -0.333 -0.885
C 1.905 1.187 3.769
H 5.090 0.158 3.259
H -0.143 2.242 1.659
H -0.560 1.501 3.204
H -0.744 -0.578 2.038
H -2.295 1.706 1.182
H -2.796 0.385 2.237
H -4.864 -0.029 0.829
H -5.761 -0.955 -1.296
H -4.181 -1.453 -3.167
H -1.738 -1.024 -2.802
H 1.273 1.605 4.542
C -0.930 -3.431 1.709
C -0.189 -3.395 0.423
N 0.069 -2.331 -0.325
C 0.775 -2.770 -1.423
C 0.979 -4.112 -1.317
N 0.356 -4.479 -0.150
C 1.649 -5.178 -2.122
O 2.260 -4.810 -3.221
O 1.600 -6.309 -1.710
C 1.128 -1.822 -2.503
O 1.749 -2.200 -3.482
O 0.732 -0.596 -2.307
H -1.545 -2.540 1.815
H -0.239 -3.494 2.551
H -1.598 -4.291 1.750
H 0.346 -5.437 0.175
H 2.185 -3.831 -3.390
F 0.618 2.556 -1.691
B -0.331 1.863 -1.110
F -1.502 2.486 -0.962
*
```

---

Entry 2:
Density functional theory data (ωB97M-V/def2-TZVPD) for C39H34AsN4O3V as an isolated structure in a non-equilibrium geometry.

E (Ha): -5130.926418
E_LUMO (alpha / beta) (eV): -3.37 / -3.51

```
! wB97M-V def2-TZVPD RIJCOSX def2/J DEFGRID3
* xyz 1 2
V 1.367 0.585 0.021
O 0.771 4.694 1.459
C 1.351 4.522 2.664
C 1.232 5.553 3.589
C 1.826 5.437 4.829
C 2.549 4.293 5.170
C 2.653 3.263 4.260
C 2.049 3.355 3.000
C 2.106 2.221 2.061
O 1.943 2.392 0.766
N 2.344 1.035 2.586
N 2.441 0.108 1.577
C 3.191 -0.904 1.761
C 3.458 -1.750 0.596
C 4.177 -2.926 0.671
C 4.416 -3.634 -0.500
C 3.933 -3.136 -1.697
C 3.221 -1.946 -1.680
N 2.982 -1.266 -0.564
H 1.034 3.942 0.902
H 0.681 6.440 3.301
H 1.729 6.248 5.540
H 3.022 4.214 6.141
H 3.200 2.362 4.502
H 3.663 -1.061 2.724
H 4.539 -3.275 1.631
H 4.982 -4.555 -0.478
H 4.103 -3.655 -2.630
H 2.835 -1.514 -2.592
C -1.304 2.911 -0.937
C -1.853 2.474 0.397
C -3.001 3.072 0.897
C -3.532 2.697 2.124
C -2.903 1.724 2.884
C -1.742 1.112 2.433
C -0.989 0.133 3.295
C -1.232 1.474 1.176
N -0.064 0.856 0.731
H -2.079 3.414 -1.515
H -0.927 2.075 -1.522
H -0.485 3.614 -0.826
H -3.487 3.847 0.312
H -4.436 3.171 2.489
H -3.309 1.443 3.850
H -1.663 -0.396 3.971
H -0.253 0.668 3.904
H -0.442 -0.591 2.693
O 0.774 0.069 -1.740
As -0.514 -1.036 -1.911
C -2.061 -0.219 -2.672
C -2.337 -0.430 -4.021
C -3.465 0.146 -4.585
C -4.315 0.919 -3.806
C -4.043 1.119 -2.458
C -2.916 0.551 -1.887
C 0.128 -2.325 -3.158
C 0.828 -1.854 -4.270
C 1.363 -2.760 -5.173
C 1.208 -4.127 -4.957
C 0.509 -4.589 -3.850
C -0.037 -3.687 -2.945
C -1.015 -1.989 -0.332
C -2.339 -2.031 0.090
C -2.671 -2.770 1.220
C -1.693 -3.472 1.909
C -0.374 -3.450 1.467
C -0.034 -2.713 0.346
H -1.689 -1.044 -4.628
H -3.682 -0.017 -5.633
H -5.196 1.365 -4.249
H -4.710 1.711 -1.844
H -2.706 0.723 -0.839
H 0.962 -0.790 -4.417
H 1.898 -2.404 -6.044
H 1.632 -4.833 -5.660
H 0.389 -5.653 -3.688
H -0.590 -4.045 -2.087
H -3.113 -1.516 -0.459
H -3.700 -2.797 1.556
H -1.959 -4.048 2.787
H 0.388 -4.016 1.991
H 0.984 -2.729 -0.019
*
```

---

Entry 3:
Density functional theory data (ωB97M-V/def2-TZVPD) for C21H36Br2CsN6OSi2 as an isolated structure in a non-equilibrium geometry.

Relative energy (zero: lowest compared OMol25 entry of this formula, charge and spin) (eV): 0.165
E (Ha): -6972.884098
E_LUMO (eV): 1.83

```
! wB97M-V def2-TZVPD RIJCOSX def2/J DEFGRID3
* xyz -1 1
Cs 0.141 -0.610 0.180
C -3.944 -3.183 -0.780
N -4.638 -1.955 -0.417
C -5.389 -2.092 0.825
C -3.876 -0.786 -0.562
N -2.643 -0.689 -0.805
N -4.699 0.355 -0.465
C -4.307 1.647 -0.153
N -5.375 2.542 -0.373
N -3.143 1.954 0.254
H -4.672 -3.995 -0.799
H -3.145 -3.432 -0.074
H -3.508 -3.083 -1.774
H -6.198 -2.811 0.687
H -5.812 -1.134 1.115
H -4.747 -2.444 1.642
H -2.158 -1.584 -0.723
H -5.588 0.255 -0.925
H -6.266 2.186 -0.055
H -5.200 3.449 0.033
H -3.128 2.946 0.483
C -0.542 -1.642 -3.803
C -0.377 -2.936 -3.056
C -0.009 -4.125 -3.727
C 0.179 -5.264 -3.006
C 0.005 -5.256 -1.603
C 0.188 -6.386 -0.764
Br 0.709 -8.059 -1.492
C -0.007 -6.274 0.581
C -0.390 -5.057 1.161
Br -0.642 -4.999 3.034
C -0.588 -3.883 0.426
O -0.924 -2.758 0.910
C -0.371 -4.031 -1.016
N -0.554 -2.905 -1.759
H -0.804 -1.808 -4.848
H 0.400 -1.087 -3.788
H -1.307 -1.026 -3.329
H 0.128 -4.114 -4.801
H 0.465 -6.187 -3.494
H 0.136 -7.138 1.217
C 3.174 -1.003 2.910
Si 3.825 0.325 1.731
C 3.020 1.950 2.287
C 5.643 0.525 2.246
C 3.485 -0.031 0.021
Si 4.011 -1.499 -0.838
C 3.439 -3.107 -0.007
C 5.871 -1.762 -1.102
C 3.287 -1.578 -2.593
H 3.314 -0.701 3.953
H 3.685 -1.958 2.769
H 2.108 -1.191 2.754
H 3.332 2.250 3.292
H 1.929 1.866 2.288
H 3.280 2.757 1.596
H 5.735 0.765 3.311
H 6.123 1.322 1.670
H 6.206 -0.393 2.055
H 3.631 0.866 -0.599
H 4.044 -3.356 0.869
H 3.519 -3.947 -0.705
H 2.399 -3.057 0.331
H 6.394 -1.822 -0.143
H 6.304 -0.923 -1.654
H 6.074 -2.683 -1.659
H 2.218 -1.811 -2.546
H 3.764 -2.344 -3.212
H 3.393 -0.611 -3.095
*
```